The following is a quantum chemistry calculation of a structure of composition C24H30N3PPd at a distorted geometry, from the Open Molecules 2025 dataset.

XYZ file:
```
59
Properties=species:S:1:pos:R:3:nbo_charge:R:1
Pd 0.276 0.082 -0.476 0.013
N -0.009 4.266 4.176 -0.666
C 0.309 3.209 3.132 -0.066
C 1.089 2.073 3.758 -0.436
C 1.172 0.968 2.676 -0.045
N -0.185 0.527 2.371 -0.918
C 1.882 1.534 1.441 -0.442
C 1.277 2.827 0.865 -0.050
N 0.045 2.676 0.100 -0.816
C 1.076 3.854 1.993 -0.428
H -0.548 3.858 4.939 0.436
H -0.538 5.030 3.757 0.435
H 0.863 4.636 4.552 0.429
H -0.641 2.800 2.788 0.261
H 0.571 1.675 4.637 0.210
H 2.096 2.397 4.046 0.205
H 1.800 0.156 3.062 0.201
H -0.213 0.105 1.387 0.385
H -0.461 -0.223 2.997 0.367
H 1.824 0.755 0.649 0.241
H 2.937 1.706 1.683 0.210
H 2.009 3.256 0.174 0.204
H 0.143 1.860 -0.572 0.342
H -0.730 2.411 0.694 0.362
H 0.544 4.723 1.592 0.220
H 2.062 4.171 2.352 0.205
C 2.120 -0.117 -4.321 -0.230
C 1.518 -1.363 -4.169 -0.198
C 1.422 -1.952 -2.923 -0.245
C 1.928 -1.306 -1.789 -0.229
C 2.567 -0.066 -1.958 -0.284
C 2.654 0.524 -3.216 -0.221
P 1.754 -1.990 -0.082 0.771
C 2.922 -3.412 -0.125 -0.347
C 3.854 -3.649 -1.131 -0.227
C 4.779 -4.678 -1.003 -0.199
C 4.781 -5.483 0.125 -0.232
C 3.855 -5.257 1.137 -0.237
C 2.943 -4.222 1.015 -0.154
C 0.109 -2.772 -0.237 -0.301
C -0.193 -4.128 -0.216 -0.266
C -1.519 -4.523 -0.350 -0.258
C -2.505 -3.562 -0.512 -0.229
C -2.181 -2.207 -0.545 -0.263
C -0.867 -1.759 -0.402 -0.391
H 2.185 0.343 -5.299 0.207
H 1.115 -1.874 -5.035 0.208
H 0.931 -2.911 -2.811 0.228
H 3.074 0.395 -1.119 0.211
H 3.150 1.481 -3.329 0.204
H 3.849 -3.029 -2.019 0.218
H 5.501 -4.861 -1.790 0.205
H 5.504 -6.283 0.223 0.206
H 3.851 -5.887 2.018 0.205
H 2.227 -4.023 1.806 0.201
H 0.586 -4.875 -0.108 0.206
H -1.782 -5.575 -0.336 0.198
H -3.541 -3.869 -0.613 0.195
H -2.983 -1.489 -0.685 0.190
```

For the LUMO energy, the calculation gives -1.28 eV. The value obtained for the total energy is -42609.7171 eV. The HOMO-LUMO gap comes out at 4.04 eV. The HOMO energy is -5.311 eV.

The following is a quantum chemistry calculation of a structure of composition C12H17N2O4PtS3 at a distorted geometry, from the Open Molecules 2025 dataset.

XYZ file:
```
39
Properties=species:S:1:pos:R:3:nbo_charge:R:1
Pt 0.403 0.493 -0.926 0.726
C -1.711 1.055 2.386 -0.562
C -0.210 0.930 2.606 -0.532
S 1.048 1.040 1.283 0.377
C 1.307 2.807 0.994 -0.553
C 0.230 3.540 0.209 -0.564
S -0.618 2.528 -1.054 0.430
C -2.295 2.054 -0.479 -0.530
C -2.961 2.920 0.560 -0.545
S -2.269 2.777 2.241 0.207
H -2.191 0.658 3.281 0.259
H -2.054 0.435 1.562 0.239
H 0.013 -0.049 3.037 0.251
H 0.133 1.680 3.322 0.249
H 2.238 2.796 0.425 0.250
H 1.507 3.323 1.934 0.255
H 0.704 4.351 -0.345 0.257
H -0.540 3.967 0.843 0.266
H -2.225 1.026 -0.153 0.253
H -2.873 2.038 -1.403 0.268
H -4.018 2.654 0.575 0.253
H -2.908 3.984 0.321 0.243
C 3.616 -1.404 -0.534 -0.668
C 2.316 -2.016 -0.904 0.431
N 1.156 -1.388 -1.034 -0.517
C 0.197 -2.322 -1.369 -0.008
C 0.783 -3.545 -1.409 0.040
N 2.107 -3.324 -1.120 -0.460
C 0.327 -4.938 -1.696 0.765
O -0.942 -5.102 -1.979 -0.641
O 1.143 -5.822 -1.645 -0.564
C -1.185 -1.858 -1.652 0.765
O -2.067 -2.659 -1.915 -0.613
O -1.339 -0.573 -1.573 -0.765
H 3.619 -0.351 -0.807 0.245
H 4.436 -1.899 -1.051 0.255
H 3.788 -1.487 0.540 0.253
H 2.786 -4.075 -1.099 0.465
H -1.451 -4.245 -1.970 0.519
```

For the LUMO energy, the calculation gives -4.79 eV. The value obtained for the total energy is -59638.0546 eV. Its relative energy (zero: lowest compared OMol25 entry of this formula, charge and spin) is 71.8 kJ/mol. The HOMO-LUMO gap comes out at 7.52 eV. The HOMO energy is -12.305 eV. Its total charge is +1.

The following is a quantum chemistry calculation of a structure of composition C35H51Cl63N3O at a distorted geometry, from the Open Molecules 2025 dataset.

XYZ file:
```
153
Properties=species:S:1:pos:R:3:lowdin_charge:R:1
C 4.063 6.583 -1.932 -0.140
O 4.287 6.183 -3.303 -0.216
C 3.545 4.928 -3.455 -0.234
C 4.195 3.995 -4.554 -0.160
C 3.980 2.437 -4.317 -0.205
C 2.771 2.065 -3.360 -0.243
C 2.322 0.543 -3.428 -0.187
C 0.925 0.432 -2.637 -0.245
C 1.015 -0.350 -1.252 -0.213
C -0.504 -0.564 -0.775 -0.303
C -0.993 0.462 0.330 -0.173
C -2.568 0.697 0.150 -0.157
C -2.864 1.950 -0.779 -0.247
C -3.358 3.276 -0.012 -0.082
N -4.673 3.697 -0.581 0.103
C -4.712 3.050 -1.864 -0.271
N -5.326 3.627 -2.915 0.071
N -3.995 1.836 -1.770 0.133
H 4.335 7.674 -1.779 0.098
H 4.683 5.932 -1.233 0.099
H 2.979 6.467 -1.615 0.087
H 3.491 4.474 -2.425 0.101
H 2.520 5.234 -3.848 0.130
H 3.732 4.235 -5.565 0.114
H 5.314 4.170 -4.616 0.119
H 4.927 2.008 -3.856 0.114
H 3.840 1.847 -5.280 0.111
H 1.869 2.687 -3.645 0.110
H 3.048 2.271 -2.276 0.118
H 3.112 -0.136 -3.003 0.117
H 2.083 0.319 -4.517 0.111
H 0.578 1.491 -2.388 0.106
H 0.180 -0.021 -3.345 0.024
H 1.524 -1.346 -1.457 0.083
H 1.659 0.179 -0.494 0.114
H -1.124 -0.461 -1.724 -0.155
H -0.643 -1.631 -0.429 0.107
H -0.458 1.454 0.322 0.117
H -0.849 -0.030 1.334 0.117
H -2.965 0.928 1.192 0.113
H -3.095 -0.241 -0.183 0.112
H -1.900 2.107 -1.356 0.143
H -2.569 4.075 -0.107 0.143
H -3.638 2.927 1.025 0.127
H -4.774 4.679 -0.856 0.145
H -6.347 3.619 -3.038 -0.008
H -4.737 4.155 -3.573 -0.014
H -3.720 1.613 -2.733 0.103
C -9.137 1.868 -2.301 -1.524
Cl -10.457 1.841 -1.127 0.557
Cl -9.406 0.704 -3.598 0.495
Cl -8.945 3.494 -2.983 0.523
H -8.219 1.590 -1.788 0.003
C 6.878 0.455 4.428 -1.567
Cl 7.663 0.844 2.893 0.513
Cl 6.937 1.840 5.526 0.520
Cl 5.205 -0.058 4.170 0.515
H 7.418 -0.366 4.886 -0.090
C -1.515 -1.733 -3.988 -1.391
Cl -2.709 -2.920 -4.525 0.553
Cl -2.259 -0.573 -2.872 0.721
Cl -0.154 -2.551 -3.213 0.645
H -1.148 -1.187 -4.853 0.034
C 8.487 -0.440 8.533 -1.488
Cl 6.945 -0.614 9.377 0.504
Cl 8.410 -1.205 6.937 0.539
Cl 8.929 1.264 8.379 0.520
H 9.255 -0.943 9.114 0.023
C -0.259 -6.315 -1.518 -1.525
Cl -1.237 -5.654 -2.838 0.499
Cl 1.412 -6.583 -2.027 0.496
Cl -0.300 -5.252 -0.103 0.516
H -0.688 -7.272 -1.237 -0.058
C -3.524 6.602 -5.107 -1.521
Cl -3.440 7.277 -6.735 0.513
Cl -3.171 4.863 -5.137 0.545
Cl -2.407 7.441 -4.024 0.548
H -4.534 6.740 -4.730 0.003
C -4.227 -2.809 5.615 -1.581
Cl -5.178 -2.089 4.309 0.501
Cl -2.570 -3.120 5.077 0.500
Cl -4.231 -1.759 7.037 0.530
H -4.683 -3.754 5.888 -0.044
C -7.799 5.142 -6.349 -1.494
Cl -6.860 6.155 -7.449 0.555
Cl -6.755 4.468 -5.084 0.565
Cl -9.126 6.061 -5.631 0.553
H -8.221 4.317 -6.917 -0.027
C 10.381 3.508 4.977 -1.551
Cl 11.012 4.515 3.669 0.526
Cl 10.570 1.793 4.589 0.498
Cl 11.185 3.893 6.504 0.518
H 9.320 3.716 5.088 -0.010
C 4.351 -4.040 8.272 -1.534
Cl 5.591 -2.907 7.718 0.491
Cl 5.011 -5.132 9.495 0.496
Cl 2.948 -3.166 8.907 0.491
H 4.026 -4.634 7.422 -0.043
C -8.062 -2.998 -2.765 -1.521
Cl -9.205 -2.493 -4.019 0.501
Cl -6.438 -3.278 -3.406 0.517
Cl -7.997 -1.802 -1.461 0.506
H -8.425 -3.933 -2.349 0.018
C -10.324 0.436 -7.613 -1.528
Cl -9.698 1.934 -6.909 0.512
Cl -9.078 -0.819 -7.611 0.524
Cl -11.757 -0.110 -6.733 0.535
H -10.609 0.634 -8.642 0.018
C 5.553 -6.721 -2.460 -1.524
Cl 4.029 -7.469 -2.963 0.487
Cl 5.587 -6.556 -0.697 0.512
Cl 6.929 -7.681 -3.016 0.533
H 5.621 -5.734 -2.908 0.017
C 3.054 -7.939 7.605 -1.518
Cl 2.115 -6.457 7.837 0.542
Cl 4.478 -7.620 6.605 0.526
Cl 3.528 -8.627 9.163 0.528
H 2.429 -8.662 7.089 0.014
C -1.915 6.437 -10.168 -1.521
Cl -2.982 7.842 -10.038 0.482
Cl -0.884 6.571 -11.598 0.530
Cl -0.932 6.263 -8.708 0.503
H -2.532 5.549 -10.273 0.020
C -5.102 -6.087 2.751 -1.523
Cl -3.810 -5.989 1.549 0.500
Cl -4.463 -5.796 4.377 0.563
Cl -6.393 -4.941 2.369 0.520
H -5.518 -7.090 2.725 -0.021
C 6.552 -4.357 2.760 -1.538
Cl 6.593 -6.089 3.103 0.519
Cl 4.886 -3.795 2.568 0.510
Cl 7.368 -3.473 4.058 0.518
H 7.084 -4.174 1.830 0.015
C 3.466 -2.729 12.800 -1.518
Cl 4.098 -1.692 11.514 0.495
Cl 3.662 -4.434 12.375 0.508
Cl 4.268 -2.374 14.335 0.532
H 2.405 -2.526 12.913 0.019
C -2.989 -10.280 0.899 -1.518
Cl -1.799 -9.221 0.130 0.545
Cl -2.253 -11.174 2.233 0.541
Cl -4.379 -9.347 1.468 0.530
H -3.338 -10.996 0.159 0.019
C -4.433 9.948 -13.429 -1.538
Cl -3.119 8.813 -13.098 0.485
Cl -4.659 10.150 -15.171 0.528
Cl -5.933 9.402 -12.666 0.512
H -4.166 10.912 -13.006 0.016
C 7.813 -1.693 16.295 -1.553
Cl 7.666 0.057 16.512 0.514
Cl 9.194 -2.078 15.260 0.516
Cl 7.964 -2.502 17.860 0.519
H 6.910 -2.055 15.809 -0.024
```

For the LUMO energy, the calculation gives -3.83 eV. The value obtained for the total energy is -832540.0886 eV. Its relative energy (zero: lowest compared OMol25 entry of this formula, charge and spin) is 307.6 kJ/mol. The HOMO-LUMO gap comes out at 7.35 eV. The HOMO energy is -11.172 eV. Its total charge is +1.

The following is a quantum chemistry calculation of an isolated molecule of C23H26N4O3, from the Open Molecules 2025 dataset.

XYZ file:
```
56
Properties=species:S:1:pos:R:3:nbo_charge:R:1
C -1.044 -2.407 1.637 -0.746
C -0.662 -2.885 0.267 0.572
O -1.474 -3.290 -0.536 -0.548
C 0.793 -2.855 -0.055 -0.063
C 1.651 -1.910 0.496 -0.255
C 3.010 -1.947 0.202 0.150
C 3.511 -2.961 -0.614 -0.225
C 2.653 -3.891 -1.172 -0.201
C 1.297 -3.832 -0.911 -0.204
H 0.614 -4.548 -1.341 0.230
H 3.047 -4.665 -1.813 0.217
H 4.572 -3.008 -0.810 0.214
N 3.905 -1.019 0.748 -0.650
C 3.617 0.249 1.229 0.805
O 4.190 0.688 2.206 -0.640
N 2.674 0.942 0.527 -0.479
C 2.530 0.914 -0.917 -0.045
H 2.943 -0.002 -1.341 0.233
C 1.039 1.011 -1.249 -0.423
H 0.894 0.958 -2.329 0.210
H 0.521 0.169 -0.791 0.242
C 0.441 2.315 -0.700 -0.039
N -1.013 2.323 -0.789 -0.632
C -1.802 1.370 -0.208 0.803
O -1.375 0.512 0.537 -0.678
N -3.130 1.510 -0.537 -0.644
C -4.179 0.677 -0.119 0.237
C -5.447 1.228 0.039 -0.276
C -6.509 0.431 0.421 -0.196
C -6.318 -0.922 0.648 -0.238
C -5.059 -1.472 0.476 -0.178
C -3.991 -0.685 0.087 -0.261
H -3.021 -1.125 -0.067 0.243
H -4.903 -2.529 0.629 0.218
H -7.148 -1.543 0.949 0.213
H -7.489 0.869 0.542 0.213
H -5.598 2.285 -0.139 0.203
H -3.420 2.391 -0.936 0.389
H -1.417 2.884 -1.520 0.390
C 0.899 2.542 0.746 -0.423
H 0.631 3.551 1.065 0.211
H 0.385 1.828 1.389 0.242
C 2.407 2.327 0.875 -0.037
H 2.739 2.518 1.897 0.250
C 3.213 3.124 -0.168 -0.434
H 2.731 4.069 -0.412 0.207
H 4.205 3.341 0.226 0.225
C 3.304 2.170 -1.372 -0.417
H 2.877 2.592 -2.280 0.206
H 4.342 1.908 -1.578 0.216
H 0.779 3.154 -1.315 0.199
H 4.750 -1.407 1.145 0.413
H 1.272 -1.139 1.148 0.240
H -1.129 -1.320 1.597 0.284
H -2.014 -2.811 1.913 0.236
H -0.295 -2.676 2.377 0.224
```

For the LUMO energy, the calculation gives 0.45 eV. The value obtained for the total energy is -36378.3889 eV. Its relative energy (zero: lowest compared OMol25 entry of this formula, charge and spin) is 7.2 kJ/mol. The HOMO-LUMO gap comes out at 8.91 eV. The HOMO energy is -8.456 eV. The SMILES is CC(=O)c1cccc(NC(=O)N2[C@@H]3CC[C@H]2C[C@H](NC(=O)Nc2ccccc2)C3)c1.

The following is a quantum chemistry calculation of an isolated molecule of C3H6N2O at a distorted geometry, from the Open Molecules 2025 dataset.

XYZ file:
```
12
Properties=species:S:1:pos:R:3:nbo_charge:R:1
C 0.701 -1.205 1.018 -0.118
C -0.607 -0.414 1.033 0.142
C -0.204 2.100 -1.169 -0.071
H 0.697 -0.658 -0.813 0.499
H 1.477 -0.411 1.472 0.155
H 0.661 -2.103 1.581 0.203
H -1.258 -0.649 1.968 0.191
H 0.747 2.573 -1.761 0.222
H -1.230 2.607 -0.912 0.200
N -1.125 0.259 0.001 -0.323
N -0.009 0.896 -0.686 -0.365
O 0.938 -1.541 -0.253 -0.734
```

For the LUMO energy, the calculation gives 0.16 eV. The value obtained for the total energy is -8231.9561 eV. Its relative energy (zero: lowest compared OMol25 entry of this formula, charge and spin) is 457.6 kJ/mol. The HOMO-LUMO gap comes out at 9.36 eV. The HOMO energy is -9.203 eV. The SMILES is C=N/N=C\CO.

The following is a quantum chemistry calculation of a structure of composition C21H20BIrN5S3, from the Open Molecules 2025 dataset.

XYZ file:
```
51
Properties=species:S:1:pos:R:3:nbo_charge:R:1
Ir -0.225 -0.206 0.093 0.515
S -0.998 -0.339 4.538 0.480
C -2.384 0.461 3.860 -0.228
C -3.502 0.952 4.525 -0.201
C -4.503 1.527 3.768 -0.190
C -4.395 1.598 2.374 -0.192
C -3.285 1.110 1.717 -0.229
C -2.257 0.549 2.471 0.174
N -1.074 -0.001 1.998 -0.499
C -0.335 -0.496 2.962 0.107
C 0.947 -1.061 2.608 -0.203
C 1.858 -1.589 3.520 -0.156
C 3.071 -2.068 3.066 -0.206
C 3.372 -2.016 1.708 -0.170
C 2.469 -1.486 0.796 -0.272
C 1.237 -1.013 1.234 -0.017
H -3.587 0.879 5.601 0.236
H -5.384 1.918 4.258 0.233
H -5.199 2.038 1.799 0.230
H -3.229 1.152 0.636 0.226
H 1.617 -1.615 4.577 0.224
H 3.789 -2.478 3.763 0.232
H 4.322 -2.394 1.354 0.229
H 2.736 -1.469 -0.253 0.225
C 2.317 2.843 0.635 -0.409
N 2.001 2.650 -0.774 -0.313
C 2.873 2.789 -1.822 -0.056
C 2.176 2.485 -2.945 -0.028
N 0.892 2.158 -2.588 -0.440
B -0.155 1.792 -3.715 0.185
N -1.117 0.588 -3.367 -0.455
C -2.410 0.588 -3.837 -0.034
C -2.990 -0.586 -3.492 -0.061
N -2.048 -1.300 -2.792 -0.323
C -2.238 -2.622 -2.212 -0.405
C -0.921 -0.567 -2.730 0.250
S 0.523 -1.021 -1.847 -0.073
C 0.808 2.271 -1.264 0.245
S -0.565 1.956 -0.226 0.067
H 3.354 3.154 0.711 0.229
H 2.177 1.908 1.177 0.229
H 1.673 3.609 1.062 0.232
H 3.896 3.087 -1.679 0.241
H 2.486 2.465 -3.974 0.253
H 0.506 1.470 -4.664 -0.029
H -0.859 2.742 -3.924 -0.029
H -2.799 1.423 -4.390 0.251
H -3.976 -0.972 -3.679 0.240
H -3.267 -2.923 -2.385 0.227
H -2.044 -2.591 -1.142 0.224
H -1.566 -3.338 -2.679 0.232
```

For the LUMO energy (spin up / spin down), the calculation gives -4.29 / -4.30 eV. The value obtained for the total energy is -65570.9107 eV. Its relative energy (zero: lowest compared OMol25 entry of this formula, charge and spin) is 0.0 kJ/mol. The HOMO-LUMO gap (spin up / spin down) comes out at 6.73 / 6.73 eV. The HOMO energy (spin up / spin down) is -11.020 / -11.022 eV. Its total charge is +1.

The following is a quantum chemistry calculation of a cluster of 2 separate species, C3H8O2S in total at a distorted geometry, from the Open Molecules 2025 dataset.

XYZ file:
```
14
Properties=species:S:1:pos:R:3:nbo_charge:R:1
C 0.123 -1.269 1.360 -0.645
C 1.300 -0.268 -0.567 -0.439
C 0.437 -1.184 -0.123 -0.152
O -0.394 2.260 -1.194 -0.921
O -2.173 0.455 -0.656 -0.942
S -1.090 1.231 -0.059 1.331
H 0.516 -0.479 1.840 0.202
H -1.063 -1.190 1.436 0.219
H 0.503 -2.156 1.826 0.228
H 1.610 0.593 0.150 0.192
H 0.277 1.892 -1.810 0.492
H 1.691 -0.261 -1.501 0.194
H 0.128 -2.058 -0.769 0.216
H -1.865 2.436 0.066 0.025
```

For the LUMO energy, the calculation gives 0.68 eV. The value obtained for the total energy is -18167.7814 eV. Its relative energy (zero: lowest compared OMol25 entry of this formula, charge and spin) is 334.2 kJ/mol. The HOMO-LUMO gap comes out at 10.21 eV. The HOMO energy is -9.523 eV.

The following is a quantum chemistry calculation of a cluster of 2 separate species, CH7N3O in total at a distorted geometry, from the Open Molecules 2025 dataset.

XYZ file:
```
12
Properties=species:S:1:pos:R:3:nbo_charge:R:1
N 1.337 -0.402 -1.478 -0.855
C 0.346 -0.335 -0.486 0.593
N -1.004 -0.538 -1.021 -0.866
N 0.556 -0.465 0.821 -0.809
H 2.372 -0.417 -1.193 0.405
H 1.168 -0.308 -2.430 0.385
H -1.050 -1.042 -1.925 0.374
H -1.727 -0.953 -0.381 0.406
H 1.333 -0.507 1.371 0.367
H -1.774 1.589 1.893 0.458
H -0.403 1.941 2.290 0.463
O -1.153 1.439 2.541 -0.921
```

For the LUMO energy, the calculation gives 0.80 eV. The value obtained for the total energy is -7667.3244 eV. Its relative energy (zero: lowest compared OMol25 entry of this formula, charge and spin) is 212.3 kJ/mol. The HOMO-LUMO gap comes out at 9.63 eV. The HOMO energy is -8.831 eV. The SMILES is N=C(N)N.O.